[1]
{
  "formula": "C36H51N5O2",
  "method": "ωB97M-V with the def2-TZVPD basis set",
  "elements": ["H", "N", "C", "C", "C", "N", "C", "C", "C", "C", "C", "C", "C", "C", "C", "C", "C", "C", "C", "C", "C", "C", "C", "C", "C", "O", "C", "C", "O", "C", "N", "C", "C", "C", "H", "H", "H", "H", "H", "H", "H", "H", "H", "H", "H", "H", "H", "H", "H", "H", "H", "H", "H", "H", "H", "H", "H", "H", "H", "H", "H", "H", "H", "H", "H", "H", "H", "H", "H", "H", "H", "H", "H", "H", "C", "C", "C", "N", "C", "H", "H", "H", "H", "H", "C", "C", "C", "N", "C", "H", "H", "H", "H", "H"],
  "positions_angstrom": [[-1.300, -3.143, 4.933], [-1.957, -2.827, 5.684], [-1.233, -2.078, 6.590], [0.392, -1.788, 6.505], [0.832, -1.137, 5.031], [0.064, 0.084, 4.608], [0.487, 0.632, 3.277], [-0.334, 1.952, 2.701], [-0.025, 2.676, 1.239], [-0.855, 3.994, 0.710], [0.108, 5.360, 0.770], [0.174, 6.147, -0.692], [1.226, 1.987, 0.370], [1.691, 2.561, -1.130], [1.020, 1.576, -2.276], [-0.615, 1.464, -2.198], [-1.174, -0.111, -2.263], [-1.341, -0.679, -3.792], [-2.568, -1.805, -3.732], [2.068, 0.690, 0.970], [3.346, 0.065, 0.091], [4.688, 0.852, 0.700], [6.106, 0.282, 0.107], [7.258, 1.425, 0.514], [8.647, 1.283, -0.345], [9.067, -0.125, -0.282], [9.002, -0.792, -1.591], [10.096, -2.029, -1.833], [8.136, -0.540, -2.575], [1.706, -0.036, 2.433], [2.553, -1.221, 2.802], [2.037, -1.738, 4.117], [2.804, -3.103, 4.706], [3.509, -3.963, 3.673], [-1.798, -1.652, 7.523], [0.691, -1.008, 7.330], [0.923, -2.803, 6.739], [-1.186, 2.435, 3.347], [-1.723, 4.184, 1.471], [-1.227, 3.930, -0.398], [1.208, 5.130, 1.098], [-0.379, 6.121, 1.532], [1.190, 5.940, -1.277], [-0.688, 5.831, -1.425], [0.066, 7.327, -0.556], [1.357, 3.693, -1.294], [2.857, 2.500, -1.231], [1.441, 0.483, -2.277], [1.272, 2.073, -3.331], [-1.094, 1.919, -1.229], [-1.067, 2.003, -3.145], [-0.567, -0.820, -1.538], [-2.271, -0.055, -1.798], [-1.689, 0.214, -4.479], [-0.340, -1.178, -4.141], [-3.521, -1.333, -3.190], [-2.916, -2.166, -4.791], [-2.225, -2.696, -3.048], [3.234, 0.234, -1.062], [3.459, -1.099, 0.307], [4.671, 0.663, 1.868], [4.552, 1.981, 0.418], [6.103, 0.022, -1.034], [6.380, -0.688, 0.742], [6.756, 2.460, 0.287], [7.464, 1.389, 1.689], [9.472, 1.902, 0.256], [8.621, 1.748, -1.419], [11.135, -1.819, -1.336], [10.133, -2.277, -2.976], [9.616, -2.967, -1.281], [2.818, -3.406, 5.838], [3.038, -4.119, 2.587], [4.543, -4.484, 3.857], [-7.062, -0.569, 0.240], [-5.706, -0.171, 0.310], [-5.363, 0.338, -0.923], [-6.464, 0.255, -1.736], [-7.506, -0.291, -1.033], [-7.651, -1.011, 1.033], [-5.050, -0.246, 1.167], [-4.433, 0.749, -1.291], [-6.502, 0.553, -2.702], [-8.472, -0.437, -1.499], [-10.617, -3.269, -4.292], [-10.763, -4.454, -3.532], [-10.098, -4.262, -2.341], [-9.553, -3.005, -2.358], [-9.869, -2.390, -3.542], [-11.016, -3.077, -5.280], [-11.295, -5.351, -3.822], [-9.966, -4.912, -1.486], [-9.005, -2.595, -1.614], [-9.534, -1.382, -3.749]],
  "homo_ev": -7.89,
  "smiles": "[H]/N=C\\Cc1nc2cc(CCC)c(CCCCCC)c(CCCCCOC(C)=O)c2nc1C=C.c1cc[nH]c1.c1cc[nH]c1",
  "max_force_ha_per_bohr": 0.159,
  "e_lumo_ev": -1.194,
  "total_energy_ev": -49682.16223
}


[2]
{
  "formula": "C24H40N5O6SSi2TeV",
  "method": "ωB97M-V with the def2-TZVPD basis set",
  "elements": ["V", "C", "C", "N", "C", "C", "C", "C", "C", "C", "C", "N", "C", "C", "N", "N", "H", "H", "H", "H", "H", "H", "H", "H", "H", "H", "H", "H", "H", "H", "H", "H", "H", "H", "O", "C", "C", "O", "C", "C", "O", "C", "O", "O", "O", "S", "N", "C", "Si", "C", "C", "C", "Te", "C", "Si", "C", "C", "C", "H", "H", "H", "H", "H", "H", "H", "H", "H", "H", "H", "H", "H", "H", "H", "H", "H", "H", "H", "H", "H", "H"],
  "positions_angstrom": [[1.478, -0.080, 0.256], [1.438, -2.619, -1.889], [0.223, -2.784, -0.994], [0.456, -2.142, 0.313], [1.366, -2.920, 1.193], [2.807, -2.505, 0.989], [3.902, -3.345, 0.985], [5.175, -2.785, 0.928], [5.320, -1.401, 0.904], [4.194, -0.610, 0.882], [4.155, 0.905, 0.859], [3.020, 1.369, -0.001], [3.330, 1.400, -1.458], [2.901, -0.731, -2.659], [1.704, -1.184, -1.977], [2.958, -1.167, 0.894], [1.239, -3.071, -2.860], [2.305, -3.118, -1.454], [-0.011, -3.846, -0.875], [-0.632, -2.290, -1.454], [-0.437, -1.985, 0.767], [1.250, -3.998, 1.052], [1.105, -2.671, 2.220], [3.762, -4.417, 1.040], [6.051, -3.424, 0.907], [6.302, -0.943, 0.890], [5.107, 1.335, 0.543], [3.918, 1.230, 1.870], [2.737, 2.299, 0.283], [4.220, 1.999, -1.630], [2.169, 3.111, -1.783], [3.539, -1.576, -2.905], [2.648, -0.201, -3.569], [0.882, -0.727, -2.368], [0.712, 1.730, -5.499], [0.910, 1.768, -4.300], [0.015, 1.389, -3.209], [-1.175, 0.951, -3.298], [0.761, 1.470, -2.026], [2.143, 2.078, -2.181], [3.721, 0.085, -1.824], [2.244, 2.158, -3.680], [3.249, 2.487, -4.257], [0.367, 0.923, -0.895], [2.443, 1.606, 3.507], [1.080, 1.077, 3.227], [0.817, 0.441, 1.888], [-2.944, 4.813, 0.622], [-2.509, 3.350, -0.453], [-4.057, 2.802, -1.317], [-1.255, 3.794, -1.733], [-1.829, 2.012, 0.685], [-2.395, 0.017, 0.180], [-2.561, -0.651, 2.222], [-3.950, -1.862, 2.436], [-3.812, -3.211, 1.156], [-3.898, -2.651, 4.124], [-5.551, -0.940, 2.250], [-3.314, 5.652, 0.021], [-2.076, 5.164, 1.195], [-3.728, 4.537, 1.338], [-4.539, 3.640, -1.835], [-4.775, 2.361, -0.618], [-3.807, 2.037, -2.062], [-1.534, 4.708, -2.272], [-1.185, 2.970, -2.460], [-0.258, 3.942, -1.298], [-2.169, 2.151, 1.714], [-0.738, 2.006, 0.665], [-2.764, 0.248, 2.814], [-1.582, -1.019, 2.544], [-2.971, -3.880, 1.381], [-3.650, -2.784, 0.159], [-4.722, -3.820, 1.113], [-2.999, -3.267, 4.247], [-4.772, -3.296, 4.282], [-3.894, -1.890, 4.914], [-5.512, -0.331, 1.342], [-5.699, -0.268, 3.104], [-6.420, -1.604, 2.185]],
  "homo_ev": [-3.00, -3.46],
  "total_charge": -1,
  "max_force_ha_per_bohr": 0.055,
  "e_lumo_ev": [2.083, 2.079],
  "de_lowest_kcal_mol": 45.9,
  "total_energy_ev": -104847.60834,
  "spin_multiplicity": 4
}


[3]
{
  "formula": "C2H5N3S",
  "method": "ωB97M-V with the def2-TZVPD basis set",
  "elements": ["N", "C", "N", "C", "N", "S", "H", "H", "H", "H", "H"],
  "positions_angstrom": [[1.201, -1.228, 0.222], [1.425, 0.056, -0.123], [0.594, 1.041, -0.183], [-0.812, 0.963, 0.060], [-1.452, -0.356, -0.111], [-3.010, -0.116, -0.227], [1.759, -2.023, -0.238], [0.234, -1.411, 0.183], [2.470, 0.298, -0.207], [-0.990, 1.186, 1.098], [-1.420, 1.590, -0.475]],
  "homo_ev": [-8.75, -8.75],
  "smiles": "N/C=N\\CN=S",
  "max_force_ha_per_bohr": 0.068,
  "e_lumo_ev": [-1.477, -1.475],
  "de_lowest_kcal_mol": 71.5,
  "total_energy_ev": -17458.00983
}